1.
This record from the Open Molecules 2025 dataset describes a single C5H9NO molecule. The level of theory is ωB97M-V/def2-TZVPD.

For the orbital gap, the calculation gives 11.45 eV. The calculation puts the HOMO energy at -10.66 eV. For the total energy, the calculation gives -8867.41483 eV. As for the max |F|: 0.033 Eh/bohr.

Structure (XYZ):
```
16
Properties=species:S:1:pos:R:3:mulliken_charge:R:1
C -0.33857 -0.00207 -1.96965 -1.037
C -0.13570 0.71908 -0.62645 -0.631
C 0.37384 -0.31688 0.37048 0.070
O 1.71569 -0.65436 0.06686 -0.549
C 0.31120 -0.13897 1.90521 -0.521
C -1.11810 0.10090 2.10000 0.314
N -2.22115 -0.04251 1.77534 -0.496
H -1.03488 -0.84080 -1.84354 0.327
H -0.74768 0.66905 -2.72817 0.354
H 0.59397 -0.42469 -2.36331 0.302
H -1.09476 1.10763 -0.27872 0.395
H 0.55475 1.56705 -0.74697 0.282
H -0.44368 -1.09390 0.28186 0.204
H 2.04156 -0.02629 -0.59626 0.375
H 1.05959 0.52384 2.34719 0.333
H 0.48392 -1.14709 2.30613 0.278
```

---

2.
This record from the Open Molecules 2025 dataset describes 6 unconnected molecules or ions with the total composition C33H77BN6O12. The level of theory is ωB97M-V/def2-TZVPD.

For the orbital gap, the calculation gives 9.44 eV. The calculation puts the HOMO energy at -9.01 eV. For the total energy, the calculation gives -69655.26719 eV. As for the max |F|: 0.023 Eh/bohr.

Structure (XYZ):
```
129
Properties=species:S:1:pos:R:3:mulliken_charge:R:1
C 2.36322 -2.20637 2.78507 -1.059
C 2.98595 -1.67838 1.47766 -0.490
C 2.16820 -1.98400 0.21351 -0.274
C 1.37957 -0.77963 -0.28578 -0.739
O 0.23476 -1.25084 -1.00760 0.258
C -0.52614 -0.24267 -1.51196 -0.904
O -1.36076 -0.82122 -2.55026 -0.454
C -2.31648 0.07787 -2.78942 0.419
O -2.95304 0.19771 -3.77817 -0.590
O -2.49698 0.87874 -1.69061 -0.665
C -1.60629 0.45321 -0.62813 1.408
B -1.15158 1.84500 0.07157 -0.039
O -0.12770 2.51940 -0.57252 0.027
C -1.84879 2.43910 1.33412 0.092
C -1.95953 3.98043 1.34759 -1.375
N -2.35973 -0.53428 0.17296 1.072
C -3.81780 -0.48273 -0.03968 0.357
C -4.37004 -1.66945 -0.77679 -1.294
O -4.47854 0.44171 0.34218 -0.539
C -1.92480 -0.75388 1.50128 0.347
C -2.90891 -0.71239 2.64929 -1.585
O -0.75828 -0.98006 1.71725 -0.379
H 1.73226 -3.07909 2.58147 0.402
H 3.15691 -2.52340 3.47273 0.306
H 1.75596 -1.45034 3.29592 0.114
H 3.97570 -2.13842 1.37591 0.392
H 3.17285 -0.59808 1.56426 0.213
H 2.80381 -2.37077 -0.59128 0.330
H 1.43909 -2.77534 0.42735 0.056
H 1.98879 -0.15831 -0.96177 0.291
H 1.04874 -0.18848 0.57727 0.319
H 0.08983 0.51381 -2.01734 0.287
H 0.74998 2.45710 -0.17236 0.140
H -1.21820 2.10805 2.18201 0.306
H -2.83481 1.99111 1.50009 0.180
H -1.82257 4.38331 2.35720 0.359
H -1.22001 4.45154 0.69308 0.127
H -2.95532 4.28990 1.01068 0.411
H -5.17976 -2.13557 -0.20704 0.564
H -4.75623 -1.33323 -1.74733 0.282
H -3.59548 -2.41775 -0.96180 0.005
H -3.15893 -1.74499 2.92902 0.377
H -3.82803 -0.17104 2.44514 0.400
H -2.37707 -0.26989 3.49702 0.385
C 4.07741 6.33553 3.61781 -0.675
O 3.08866 5.43293 4.07518 -0.370
C 1.90604 5.36460 3.30300 -1.058
C 2.00051 4.45584 2.07134 1.807
C 2.77867 5.06338 0.91076 -1.683
N 2.56897 3.14686 2.41980 -0.519
H 3.62199 7.22851 3.17789 0.336
H 4.74533 5.87903 2.88342 0.237
H 4.66938 6.63008 4.48301 0.265
H 1.15378 4.94449 3.97668 0.351
H 1.57162 6.37234 3.02184 0.445
H 0.97078 4.29862 1.73778 -0.528
H 3.85453 5.01640 1.08517 0.240
H 2.57700 4.52855 -0.01697 0.280
H 2.49759 6.10638 0.75431 0.395
H 1.98507 2.71751 3.13309 0.327
H 3.44292 3.34765 2.89937 0.147
C -8.65993 -6.57046 -3.30802 -0.652
O -7.30950 -6.36474 -3.67065 -0.374
C -7.02809 -5.13780 -4.31455 -0.809
C -6.83998 -3.94444 -3.37215 0.426
C -8.13640 -3.40709 -2.77448 -1.495
N -5.89723 -4.22782 -2.28608 -0.450
H -9.33881 -6.13370 -4.04760 0.302
H -8.89305 -6.15354 -2.32503 0.227
H -8.82524 -7.64661 -3.27292 0.258
H -6.08753 -5.30216 -4.84629 0.345
H -7.79936 -4.92031 -5.06588 0.455
H -6.40186 -3.14646 -3.98061 0.355
H -8.49084 -4.03848 -1.95902 0.323
H -7.97221 -2.41084 -2.36443 0.340
H -8.92486 -3.34084 -3.52617 0.361
H -4.98857 -4.45706 -2.67902 0.175
H -6.19914 -5.08055 -1.82148 0.256
C -1.39933 -7.63132 -1.91891 -0.611
O -0.05478 -7.51597 -2.33670 -0.401
C 0.27144 -6.32207 -3.02231 -0.891
C 0.55864 -5.11642 -2.12125 0.545
C -0.68156 -4.49297 -1.49260 -0.614
N 1.52799 -5.42372 -1.06469 -0.586
H -2.07946 -7.17243 -2.64431 0.264
H -1.56941 -7.17602 -0.94000 0.225
H -1.62711 -8.69455 -1.84914 0.272
H 1.17996 -6.55444 -3.58399 0.392
H -0.51554 -6.08105 -3.75031 0.407
H 1.01325 -4.35887 -2.76868 0.342
H -1.03878 -5.07736 -0.64256 0.235
H -0.45039 -3.49308 -1.13157 -0.419
H -1.49402 -4.40818 -2.21866 0.341
H 2.40816 -5.71134 -1.48146 0.277
H 1.19627 -6.24215 -0.56124 0.277
C 6.38268 -1.07553 4.24402 -0.854
O 5.29636 -0.20112 4.01076 -0.248
C 4.61537 0.24337 5.16715 -0.692
C 5.27088 1.40863 5.91083 0.464
C 6.53478 1.02459 6.67554 -1.600
N 5.56378 2.55501 5.04891 -0.663
H 6.19532 -1.71949 5.10916 0.393
H 7.32175 -0.53892 4.39565 0.237
H 6.48852 -1.70060 3.35731 0.272
H 3.63109 0.56812 4.81825 0.254
H 4.45845 -0.60514 5.84786 0.485
H 4.53516 1.75052 6.64638 0.410
H 7.39174 0.93211 6.00870 0.298
H 6.77604 1.79753 7.40456 0.393
H 6.40805 0.07979 7.20725 0.365
H 4.69742 2.92469 4.66930 0.144
H 6.09311 2.22880 4.24407 0.370
C 2.71588 6.59573 -2.83738 -0.802
O 1.72631 5.70346 -2.36770 -0.108
C 0.53933 5.63675 -3.13669 -0.629
C 0.63112 4.75771 -4.38813 0.433
C 1.40090 5.38618 -5.54573 -1.521
N 1.19533 3.43804 -4.10184 -0.675
H 2.26533 7.48328 -3.29303 0.354
H 3.38635 6.12668 -3.56177 0.275
H 3.30789 6.90504 -1.97571 0.217
H -0.20499 5.20086 -2.46658 0.126
H 0.20129 6.64928 -3.39740 0.424
H -0.39981 4.60444 -4.72291 0.457
H 2.47803 5.32769 -5.38734 0.295
H 1.18116 4.85208 -6.46932 0.383
H 1.12922 6.43464 -5.68338 0.351
H 0.60457 2.96472 -3.42550 0.117
H 2.08483 3.56994 -3.62778 0.339
```

---

3.
This record from the Open Molecules 2025 dataset describes a molecular structure, C22H42Cl3N2O3PmSSi. The level of theory is ωB97M-V/def2-TZVPD.

For the orbital gap (alpha / beta), the calculation gives 5.45 / 5.45 eV. The calculation puts the HOMO energy (alpha / beta) at -5.36 / -5.36 eV. For the total energy, the calculation gives -105456.10965 eV. As for the max |F|: 0.074 Eh/bohr. Its spin multiplicity is 5.

Structure (XYZ):
```
75
Properties=species:S:1:pos:R:3:lowdin_spin:R:1
C -3.72796 -2.43959 -2.52888 0.000
C -2.35363 -2.42009 -1.92262 0.000
H -4.17204 -3.45314 -2.44254 0.000
H -3.68248 -2.19776 -3.60318 0.000
H -4.40311 -1.76034 -2.00904 0.000
C -1.39685 -3.29620 -2.37559 -0.001
C -1.52035 -4.13163 -3.58928 0.000
H -0.53328 -3.50879 -1.76698 0.000
H -1.45097 -3.55800 -4.52314 0.000
H -2.46047 -4.70194 -3.65405 0.000
H -0.66770 -4.82654 -3.60953 0.000
Pm 0.81295 2.87640 0.68282 4.034
Cl -0.78678 3.08826 2.76116 -0.009
Cl 0.66540 5.08195 -0.65305 -0.010
C 1.42058 0.45853 2.63793 0.000
O 2.00291 1.15832 1.73470 -0.004
N 2.01026 -0.55762 3.23934 0.000
C 3.36921 -0.96503 2.88396 0.000
C 1.40003 -1.13676 4.44067 0.000
H 0.39460 0.71073 2.94993 0.000
H 3.60625 -0.63306 1.86783 0.000
H 3.44472 -2.05650 2.94804 0.000
H 4.09068 -0.54127 3.59721 0.000
H 0.33903 -0.86893 4.44912 0.000
H 1.88116 -0.74382 5.34563 0.000
H 1.51800 -2.22222 4.44395 0.000
H 0.00902 0.27665 -3.31762 0.000
H 1.63195 -2.24924 -2.82033 0.000
C 1.08812 0.45338 -3.46846 0.000
C 2.42427 -1.50286 -2.67443 0.000
N 1.84596 -0.19096 -2.40084 0.000
H 1.29905 1.52980 -3.48416 0.000
C 2.13923 0.48931 -1.27900 0.000
O 1.87878 1.71978 -1.12479 -0.003
H 3.04903 -1.80314 -1.82845 0.000
H 2.60955 -0.10973 -0.47772 0.000
H 1.37369 -0.00521 -4.41770 0.000
H 3.02341 -1.45692 -3.59048 0.000
O -1.87472 -0.75083 -1.50158 -0.001
C -2.16673 -1.72960 -0.57088 0.000
C 0.24003 -2.19771 -0.09796 0.000
C -1.07953 -2.21757 0.34557 0.000
H 0.42444 -1.69895 -1.06427 0.000
C 1.22465 -2.91320 0.58905 0.000
H -3.12506 -1.55898 -0.05103 0.000
C -1.39104 -2.79238 1.58717 0.000
H 2.20915 -3.06120 0.12726 0.000
C 0.92030 -3.47943 1.83474 0.000
C -0.38423 -3.40025 2.34325 0.000
H -2.42117 -2.75356 1.93379 0.000
H 1.68858 -4.04389 2.37883 0.000
H -0.63423 -3.83511 3.31224 0.000
Si -2.34184 1.80513 -1.57142 0.001
Cl -0.74920 0.97158 0.16235 -0.007
C -1.37551 2.74312 -2.89810 0.000
C -2.84456 3.31293 -0.47987 0.001
C -3.80494 0.84965 -2.08384 0.000
H -0.56248 2.18672 -3.35849 0.000
H -0.94945 3.68287 -2.50847 0.000
H -2.08365 3.02347 -3.69727 0.000
H -3.57369 0.30910 -3.00845 0.000
H -4.64099 1.53193 -2.27616 0.000
H -4.10168 0.16719 -1.28512 0.000
H -3.10333 3.03264 0.54845 0.000
H -3.72258 3.80804 -0.92911 0.000
H -2.05687 4.08941 -0.42589 0.000
C 1.49648 5.60772 3.22778 0.000
S 2.66933 4.43668 2.49595 -0.002
C 2.98866 3.37036 3.91148 0.000
H 1.06016 6.20336 2.40829 0.000
H 2.04952 6.23252 3.94300 0.000
H 0.69290 5.02301 3.72567 0.000
H 3.64498 3.93160 4.57774 0.000
H 2.03105 3.14454 4.40321 0.000
H 3.47505 2.46326 3.53163 0.000
```

---

4.
This record from the Open Molecules 2025 dataset describes a molecular structure, C25H35BrN2O2PdSb. The level of theory is ωB97M-V/def2-TZVPD.

For the orbital gap (alpha / beta), the calculation gives 6.12 / 6.73 eV. The calculation puts the HOMO energy (alpha / beta) at -10.77 / -10.75 eV. For the total energy, the calculation gives -113619.11109 eV. As for the max |F|: 0.018 Eh/bohr. Its charge is +1.

Structure (XYZ):
```
67
Properties=species:S:1:pos:R:3:mulliken_charge:R:1
Pd -0.83415 0.47231 -1.40200 -0.272
O 0.16357 3.56291 0.81465 -0.387
C 0.90438 4.37181 0.01310 0.352
C 1.48449 5.50993 0.56304 -0.621
C 2.23524 6.35513 -0.23141 -0.426
C 2.40495 6.08994 -1.58809 -0.802
C 1.82061 4.96160 -2.13093 -0.615
C 1.08402 4.08354 -1.33881 0.208
C 0.56975 2.80717 -1.94374 0.893
O -0.62890 2.37225 -1.30245 -1.037
N 1.60543 1.76895 -1.81269 -0.330
N 1.13906 0.53792 -2.15603 -0.079
C 1.84887 -0.46204 -2.49191 -0.217
C 1.26690 -1.79850 -2.58206 0.384
Br -0.65182 -1.91321 -2.31302 0.064
C 1.97934 -2.88903 -2.86527 -0.781
C 1.56632 -4.29352 -2.95808 0.427
C 0.70591 -4.88504 -2.03288 0.033
C 0.36048 -6.22034 -2.15790 -0.752
C 0.86308 -6.97547 -3.20814 -0.409
C 1.73479 -6.39943 -4.12170 -0.611
C 2.09837 -5.07086 -3.98791 -0.473
H -0.31774 2.97584 0.20174 0.183
H 1.32169 5.71537 1.61215 0.433
H 2.68029 7.23857 0.20593 0.400
H 2.97479 6.76281 -2.21231 0.408
H 1.92713 4.75271 -3.18997 0.403
H 0.34881 2.97024 -3.00815 0.388
H 2.51536 2.02128 -2.18863 0.370
H 2.92367 -0.37950 -2.64608 0.374
H 3.02420 -2.69094 -3.09328 0.396
H 0.33337 -4.31390 -1.19347 0.348
H -0.29629 -6.67521 -1.42909 0.406
H 0.58772 -8.01669 -3.30542 0.390
H 2.13927 -6.98920 -4.93268 0.386
H 2.78973 -4.62594 -4.69298 0.417
C 1.49912 1.14964 2.77233 -1.365
C -0.00275 1.22058 3.02456 0.499
C -0.39800 0.61477 4.36223 -1.442
Sb -1.06614 0.34766 1.35557 0.740
C -2.96973 1.35806 1.20114 0.475
C -3.89075 1.34304 2.41459 -1.380
C -3.61730 0.77093 -0.04126 -1.316
C -1.55571 -1.72071 1.79160 0.571
C -2.29418 -2.02699 3.08774 -1.299
C -0.27286 -2.54355 1.67326 -1.372
H 2.03300 1.65661 3.57943 0.426
H 1.77153 1.63387 1.83503 0.252
H 1.85115 0.11552 2.74816 0.323
H -0.32270 2.26289 2.97224 0.425
H -0.00289 -0.39590 4.47154 0.279
H -1.47753 0.57760 4.50870 0.348
H 0.02601 1.21768 5.16875 0.468
H -2.68400 2.39409 0.98973 0.387
H -4.22175 0.33362 2.65963 0.296
H -4.78509 1.93773 2.21640 0.434
H -3.40483 1.76389 3.29516 0.328
H -3.79636 -0.30450 0.04852 0.331
H -3.01898 0.94852 -0.94991 0.253
H -4.58551 1.23990 -0.23975 0.421
H -2.20760 -1.96539 0.94490 0.238
H -1.65998 -1.86576 3.95778 0.257
H -2.59285 -3.07850 3.09409 0.451
H -3.19398 -1.42825 3.21351 0.191
H 0.42065 -2.31171 2.48461 0.257
H 0.24741 -2.36631 0.72810 0.215
H -0.50005 -3.61050 1.73808 0.460
```